Molecular formula: C33H43F9N4O7P3Ru
Method: DFT, the ωB97M-V functional and the def2-TZVPD basis

Last column: Mulliken spin population.
Positions of all 100 atoms, in Å:
Ru 0.276978 -0.767582 -0.753701  3.386
C 1.680778 -2.909705 2.326709  0.002
C 2.364726 -1.790796 1.541423  -0.007
N 2.214592 -1.871290 0.081888  0.210
C 2.651330 -3.101708 -0.599101  0.028
C 1.558517 -3.689270 -1.493973  -0.010
N 0.871397 -2.621563 -2.218228  0.293
C -0.031730 -3.088983 -3.279214  0.027
C -1.451857 -3.375673 -2.808484  -0.001
C -2.245448 -2.102729 -2.533692  0.022
N -1.980207 -1.458066 -1.231044  0.232
C -2.637044 -2.077490 -0.070597  0.036
C -1.752044 -3.059136 0.678487  -0.012
N -0.489210 -2.446319 1.101359  0.264
C 0.372515 -3.448078 1.747197  0.014
H 1.514155 -2.531329 3.336264  0.001
H 2.353729 -3.761238 2.428071  -0.001
H 3.424662 -1.784658 1.813744  0.013
H 1.959283 -0.817860 1.836843  0.020
H 2.723954 -1.091465 -0.334568  0.000
H 2.955763 -3.848607 0.133088  0.004
H 3.519243 -2.873790 -1.219608  -0.002
H 0.819722 -4.243149 -0.916163  -0.006
H 2.030848 -4.390223 -2.189064  0.007
H 1.574001 -2.001421 -2.623094  -0.033
H 0.382580 -3.989389 -3.742195  0.008
H -0.089364 -2.311234 -4.039005  -0.003
H -1.451087 -4.038850 -1.943191  0.000
H -1.958175 -3.909952 -3.612912  0.000
H -3.313796 -2.329770 -2.600872  0.012
H -2.011392 -1.367335 -3.303783  0.001
H -2.317397 -0.501574 -1.319622  -0.030
H -3.543013 -2.604663 -0.380176  0.004
H -2.926257 -1.285414 0.619272  -0.015
H -1.515332 -3.922773 0.058388  -0.009
H -2.316451 -3.427735 1.542478  0.004
H -0.703015 -1.734100 1.796142  -0.067
H 0.576125 -4.229446 1.017749  -0.004
H -0.178202 -3.924464 2.565829  0.012
C 1.701364 -0.198992 -5.356585  0.001
C 2.023381 0.932219 -4.410392  0.003
O 2.473804 2.035625 -5.151139  0.001
P 3.203885 0.471703 -3.065237  0.014
O 3.925321 1.803537 -2.634892  0.001
O 4.362572 -0.436391 -3.623944  0.001
O 2.513796 -0.254502 -1.960196  0.013
P 0.565538 1.433461 -3.310923  0.024
O -0.496909 2.122226 -4.268343  -0.001
O 1.145228 2.389822 -2.321951  -0.003
O -0.090768 0.161037 -2.809376  0.143
H 2.573228 -0.446050 -5.963839  0.000
H 0.905723 0.117014 -6.031734  0.000
H 1.379170 -1.085255 -4.814470  0.001
H 2.755009 2.757748 -4.577111  0.000
H 3.302855 2.410419 -2.189708  0.000
H 5.041921 -0.018092 -4.175666  0.000
H -0.338059 3.064799 -4.424472  0.001
F 3.515198 6.066305 2.661783  0.000
C 3.924953 4.797091 2.796756  0.000
F 5.040418 4.641188 2.073640  0.000
F 4.235972 4.603832 4.087560  0.000
C 2.838647 3.841497 2.364082  0.003
C 2.985866 3.072753 1.222444  0.026
C 1.968766 2.205681 0.852157  0.029
C 0.814371 2.115357 1.624865  -0.109
C 0.671807 2.898596 2.769227  -0.006
C 1.684584 3.764386 3.136900  0.001
P -0.511845 0.990263 1.083515  0.407
C -1.822066 2.108627 0.480044  -0.111
C -2.036617 2.168728 -0.894232  0.049
C -2.980366 3.032807 -1.425424  0.005
C -3.716972 3.836412 -0.570154  0.001
C -3.515395 3.785430 0.803249  0.001
C -2.569511 2.923179 1.329593  -0.011
C -4.782618 4.744377 -1.136473  0.000
F -5.979977 4.133683 -1.097069  0.000
F -4.879735 5.880224 -0.438504  0.000
F -4.526199 5.056849 -2.413962  0.000
C -1.154903 0.312397 2.650521  0.009
C -0.239798 -0.121863 3.613622  0.031
C -0.666373 -0.852905 4.711835  0.002
C -2.012890 -1.156463 4.847102  0.005
C -2.941536 -0.684078 3.928084  -0.002
C -2.512599 0.042958 2.830460  0.019
C -2.504414 -2.052138 5.958478  0.000
F -3.093043 -3.140646 5.415209  0.000
F -1.505088 -2.474692 6.737015  0.000
F -3.410069 -1.441062 6.722418  0.000
H 3.889215 3.151946 0.633358  0.001
H 2.055515 1.612420 -0.054138  0.030
H -0.219621 2.832459 3.379575  0.002
H 1.586165 4.376736 4.023614  0.000
H -1.456169 1.545747 -1.555107  0.021
H -3.137810 3.077637 -2.494342  0.000
H -4.095904 4.421523 1.458050  0.000
H -2.419624 2.898170 2.401378  0.000
H 0.811919 0.121633 3.513378  -0.002
H 0.042256 -1.188161 5.457358  0.000
H -3.994123 -0.894552 4.069050  0.000
H -3.241324 0.414166 2.120418  -0.001

Cartesian forces, eV/Å:
0.16 -1.07 -1.08
-0.10 0.12 -0.17
-0.05 -0.21 0.19
-0.30 0.75 -0.10
-0.20 -0.21 -0.15
0.11 -0.03 0.14
0.05 0.56 0.18
-0.28 -0.18 -0.06
0.17 0.24 0.07
-0.06 -0.27 -0.25
0.55 0.52 0.09
0.07 -0.24 0.19
-0.15 0.02 -0.10
-0.02 0.43 -0.22
0.17 -0.05 0.15
0.02 -0.04 0.02
0.01 0.00 0.07
0.00 0.08 -0.05
0.04 -0.02 -0.02
0.28 -0.24 0.08
0.05 0.01 0.01
0.03 0.06 0.07
-0.01 -0.03 -0.04
-0.07 -0.04 0.00
-0.02 -0.17 -0.10
0.08 0.05 -0.01
0.08 -0.01 -0.02
-0.04 -0.10 -0.05
-0.03 -0.03 0.02
-0.01 0.09 0.09
-0.04 0.01 0.03
-0.15 -0.06 0.00
-0.06 0.11 -0.01
-0.07 0.06 -0.05
0.02 -0.02 0.02
0.04 -0.05 0.00
-0.06 -0.07 0.08
-0.01 0.00 0.00
-0.05 -0.06 -0.08
0.15 0.02 -0.22
-0.72 0.10 1.34
0.16 -0.02 -0.29
0.19 0.31 -0.80
0.05 0.08 0.23
0.11 0.04 0.00
-0.07 -0.29 0.28
1.05 0.75 -0.83
-0.20 -0.07 -0.03
0.01 -0.11 0.18
-0.59 -0.85 1.14
-0.01 -0.03 0.05
-0.04 -0.03 0.04
0.01 -0.03 -0.02
-0.02 0.02 0.08
-0.12 0.00 -0.13
-0.10 -0.01 0.07
0.04 -0.14 0.00
0.05 -0.08 0.02
0.03 0.06 0.04
-0.05 0.03 0.04
0.00 0.03 -0.10
0.00 -0.02 -0.02
0.03 0.03 0.00
-0.15 -0.12 0.04
0.14 -0.34 -0.22
0.01 0.06 0.04
-0.02 -0.03 -0.04
-0.24 1.17 0.44
0.02 -0.38 -0.22
-0.09 -0.03 0.14
-0.04 0.02 0.05
0.05 -0.02 -0.11
0.02 -0.01 0.02
0.05 0.05 0.10
-0.09 0.02 -0.03
0.08 0.07 -0.01
0.00 -0.06 -0.04
-0.04 0.00 0.10
0.19 -0.26 -0.11
0.00 0.08 -0.03
-0.06 -0.02 0.03
0.02 0.01 -0.05
0.05 0.00 0.02
-0.05 0.06 -0.05
-0.04 -0.15 -0.03
0.06 0.11 0.12
-0.05 0.03 -0.01
0.02 0.00 -0.02
0.01 -0.01 0.01
0.07 0.08 0.01
0.01 0.00 0.02
0.00 0.00 0.00
0.04 -0.01 -0.13
0.00 0.02 0.00
0.01 0.01 0.00
0.00 -0.01 0.00
-0.03 -0.01 0.01
-0.01 -0.01 -0.01
0.00 0.00 -0.02
0.00 -0.03 -0.01

**E_HOMO (alpha / beta)**: -14.29 / -14.68 eV
**HOMO-LUMO gap (alpha / beta)**: 9.1 / 6.6 eV
**Total charge**: +2
**2S+1**: 6
**<S²>**: 8.76
**Energy**: -110111.0189 eV